1.
2 unconnected molecules or ions with the total composition C2H6N2O2Si. Source: the OMol25 dataset; level of theory: the ωB97M-V functional and the def2-TZVPD basis.

Cartesian coordinates (Å):
C1 -1.327 -0.276 -0.720
N1 -1.346 -1.312 0.205
O1 -0.650 -2.608 0.151
Si1 0.062 -1.520 1.257
O2 1.472 -0.668 1.208
H1 -2.282 -0.317 -1.430
H2 -1.487 0.671 -0.102
H3 -0.572 -0.053 -1.460
H4 -0.236 -1.926 2.596
H5 1.527 0.292 0.971
C2 1.616 2.640 -0.926
N2 1.403 2.556 0.202
H6 1.821 2.520 -1.952

Properties
Frontier orbital gap = 0.3332 Eh
Relative energy (zero: lowest compared OMol25 entry of this formula, charge and spin) = 0.000 eV
2S+1 = 1
SMILES = CN1O[Si@H]1O.C#N
Energy = -629.2164 hartree
LUMO energy = 0.6 eV

Results of the natural (NBO) charge analysis, in e, for atoms 1 through 4:
1 C -0.44
2 N -0.53
3 O -0.70
4 Si 1.91

---

2.
2 unconnected molecules or ions with the total composition C3H13N2Si. Source: the OMol25 dataset; level of theory: the ωB97M-V functional and the def2-TZVPD basis.

Cartesian coordinates (Å):
C1 2.616 -0.900 -0.292
C2 0.288 2.052 0.101
C3 -1.714 0.753 0.002
N1 1.192 -1.213 0.190
N2 -0.451 0.845 -0.045
Si1 -2.825 -0.801 -0.025
H1 3.205 -1.704 -0.368
H2 2.664 -0.477 -1.200
H3 2.859 -0.125 0.503
H4 1.010 2.095 -0.816
H5 -0.507 2.753 0.288
H6 0.964 2.151 1.061
H7 -2.185 1.651 0.034
H8 0.966 -2.021 -0.373
H9 0.082 -0.125 -0.241
H10 1.102 -1.553 1.127
H11 -4.033 -0.066 -0.097
H12 -2.874 -1.741 1.255
H13 -2.358 -1.574 -1.106

Properties
Frontier orbital gap = 0.3677 Eh
Relative energy (zero: lowest compared OMol25 entry of this formula, charge and spin) = 3.306 eV
2S+1 = 1
Energy = -520.7557 hartree
LUMO energy = -4.4 eV
Charge = +1

Results of the natural (NBO) charge analysis, in e, for atoms 1 through 4:
1 C -0.39
2 C -0.45
3 C -0.10
4 N -0.85

---

3.
3 unconnected molecules or ions with the total composition C33H25BO6. Source: the OMol25 dataset; level of theory: the ωB97M-V functional and the def2-TZVPD basis.

Cartesian coordinates (Å):
O1 -1.837 -1.348 -3.208
C1 -1.863 -2.521 -3.520
C2 -2.653 -3.500 -2.726
C3 -3.383 -3.058 -1.629
C4 -4.152 -3.952 -0.905
C5 -4.198 -5.293 -1.274
C6 -3.459 -5.742 -2.356
C7 -2.679 -4.849 -3.082
C8 -1.876 -5.348 -4.231
O2 -1.857 -6.530 -4.507
C9 -1.102 -4.365 -5.037
C10 -0.374 -4.807 -6.135
C11 0.324 -3.899 -6.913
C12 0.298 -2.544 -6.597
C13 -0.415 -2.100 -5.495
C14 -1.113 -3.008 -4.708
H1 -3.352 -2.014 -1.344
H2 -4.723 -3.606 -0.053
H3 -4.809 -5.989 -0.713
H4 -3.490 -6.786 -2.638
H5 -0.357 -5.860 -6.384
H6 0.888 -4.244 -7.770
H7 0.837 -1.834 -7.211
H8 -0.431 -1.047 -5.249
O3 6.594 3.658 3.126
C15 5.507 3.167 3.353
C16 5.299 2.301 4.546
C17 6.357 2.074 5.417
C18 6.165 1.302 6.551
C19 4.915 0.754 6.821
C20 3.861 0.964 5.947
C21 4.050 1.733 4.804
C22 2.914 1.935 3.864
O4 1.843 1.396 4.061
C23 3.117 2.816 2.684
C24 2.057 3.045 1.816
C25 2.222 3.888 0.730
C26 3.448 4.508 0.507
C27 4.512 4.273 1.362
C28 4.353 3.423 2.450
H9 7.328 2.504 5.211
H10 6.990 1.130 7.231
H11 4.764 0.161 7.714
H12 2.891 0.534 6.155
H13 1.101 2.568 1.988
H14 1.393 4.068 0.056
H15 3.572 5.174 -0.337
H16 5.465 4.753 1.185
C29 -0.730 0.103 1.035
C30 -1.318 0.647 0.144
C31 -2.125 1.370 -0.859
B1 -3.160 2.260 -0.006
C32 -2.594 3.530 0.740
C33 -4.659 1.766 0.027
O5 -5.467 2.501 0.941
O6 -6.701 1.830 1.105
H17 -0.414 -0.112 2.033
H18 -1.464 2.042 -1.420
H19 -2.690 0.685 -1.499
H20 -1.519 3.622 0.523
H21 -3.090 4.473 0.473
H22 -2.657 3.450 1.836
H23 -5.086 1.791 -0.993
H24 -4.651 0.719 0.389
H25 -6.582 1.374 1.949

Properties
Frontier orbital gap = 0.3188 Eh
2S+1 = 1
SMILES = O=C1c2ccccc2C(=O)c2ccccc21.O=C1c2ccccc2C(=O)c2ccccc21.C#CCB(C)COO
Energy = -1748.6917 hartree
LUMO energy = -1.0 eV

Results of the natural (NBO) charge analysis, in e, for atoms 1 through 4:
1 O -0.53
2 C 0.54
3 C -0.06
4 C -0.18

---

4.
5 unconnected molecules or ions with the total composition C10H30O5. Source: the OMol25 dataset; level of theory: the ωB97M-V functional and the def2-TZVPD basis.

Cartesian coordinates (Å):
C1 -16.774 0.391 11.238
C2 -16.836 0.684 9.741
O1 -18.132 1.166 9.394
H1 -16.983 1.293 11.812
H2 -15.794 0.017 11.532
H3 -17.568 -0.286 11.553
H4 -16.585 -0.241 9.222
H5 -16.115 1.429 9.404
H6 -18.151 1.441 8.474
C3 -14.107 -2.282 8.689
C4 -13.723 -0.898 8.127
O2 -13.493 -1.078 6.764
H7 -13.273 -2.967 8.541
H8 -14.952 -2.747 8.182
H9 -14.201 -2.268 9.775
H10 -12.784 -0.508 8.519
H11 -14.476 -0.146 8.361
H12 -12.621 -1.469 6.669
C5 -17.118 -1.336 3.587
C6 -15.727 -1.541 4.322
O3 -15.934 -1.326 5.682
H13 -17.555 -0.402 3.939
H14 -17.896 -2.098 3.648
H15 -16.850 -1.221 2.537
H16 -14.949 -0.829 4.050
H17 -15.325 -2.516 4.048
H18 -15.063 -1.282 6.084
C7 -10.248 -4.920 7.570
C8 -10.192 -6.287 6.855
O4 -10.200 -5.915 5.477
H19 -11.261 -4.564 7.383
H20 -9.613 -4.128 7.175
H21 -10.114 -5.085 8.639
H22 -10.991 -6.998 7.066
H23 -9.269 -6.821 7.081
H24 -11.076 -6.061 5.112
C9 -10.494 -2.711 4.579
C10 -9.887 -1.657 5.530
O5 -10.874 -1.071 6.281
H25 -10.900 -3.491 5.223
H26 -9.811 -3.134 3.842
H27 -11.273 -2.294 3.940
H28 -9.452 -0.809 5.001
H29 -9.147 -2.061 6.220
H30 -10.529 -0.197 6.476

Properties
Frontier orbital gap = 0.3622 Eh
Relative energy (zero: lowest compared OMol25 entry of this formula, charge and spin) = 1.398 eV
2S+1 = 1
SMILES = CCO.CCO.CCO.CCO.CCO
Energy = -775.1091 hartree
LUMO energy = 0.5 eV

Results of the natural (NBO) charge analysis, in e, for atoms 1 through 4:
1 C -0.63
2 C -0.06
3 O -0.73
4 H 0.21

---

5.
2 unconnected molecules or ions with the total composition C3H6BrFO. Source: the OMol25 dataset; level of theory: the ωB97M-V functional and the def2-TZVPD basis.

Cartesian coordinates (Å):
C1 -0.216 0.936 0.931
C2 0.266 -0.349 0.261
C3 -0.059 -0.337 -1.200
O1 1.716 -0.575 0.468
F1 0.911 -0.512 -2.063
Br1 -2.813 -2.153 -0.747
H1 0.336 1.688 0.349
H2 -1.276 1.152 0.564
H3 0.068 1.067 1.951
H4 -0.198 -1.229 0.559
H5 -0.984 0.058 -1.416
H6 2.248 0.253 0.343

Properties
Frontier orbital gap (spin up / spin down) = 0.3227 / 0.2007 Eh
Relative energy (zero: lowest compared OMol25 entry of this formula, charge and spin) = 3.028 eV
2S+1 = 1
Energy = -2866.8938 hartree
LUMO energy (spin up / spin down) = -1.1 / -3.2 eV

Results of the natural (NBO) charge analysis, in e, for atoms 1 through 4:
1 C -0.63
2 C -0.04
3 C 0.46
4 O -0.71

---

6.
A molecular structure, C52H61BClGaN3O5PS2. Source: the OMol25 dataset; level of theory: the ωB97M-V functional and the def2-TZVPD basis.

Cartesian coordinates (Å):
Ga1 0.973 0.334 0.327
O1 2.792 3.840 1.093
C1 1.849 3.120 0.843
O2 1.817 1.849 1.141
C2 0.592 3.742 0.191
P1 -0.491 2.396 -0.385
C3 -2.036 2.295 0.612
C4 -2.971 3.499 0.350
C5 -4.995 3.169 1.146
C6 -5.451 1.964 1.898
C7 -4.657 0.933 2.181
C8 -3.229 0.819 1.761
C9 -1.090 2.862 -2.042
C10 -1.368 1.815 -2.923
C11 -1.739 2.075 -4.232
C12 -1.835 3.385 -4.681
C13 -1.558 4.434 -3.815
C14 -1.184 4.174 -2.504
H1 0.928 4.349 -0.649
H2 0.129 4.416 0.913
H3 -2.496 4.312 -0.192
H4 -5.808 3.888 1.048
H5 -6.480 1.938 2.238
H6 -5.069 0.102 2.745
H7 -2.841 -0.152 2.064
H8 -1.278 0.791 -2.577
H9 -1.950 1.253 -4.905
H10 -2.119 3.590 -5.705
H11 -1.623 5.457 -4.163
H12 -0.951 5.002 -1.845
C15 -1.739 -3.708 2.885
C16 -0.450 -2.887 2.760
C17 0.266 -2.889 4.110
C18 0.399 -3.402 1.609
C19 1.472 -4.253 1.846
C20 2.210 -4.779 0.797
C21 1.864 -4.478 -0.505
C22 0.796 -3.628 -0.799
C23 0.446 -3.473 -2.275
C24 -0.567 -4.549 -2.682
C25 -0.010 -2.102 -2.774
C26 0.093 -3.076 0.275
N1 -0.943 -2.122 0.041
B1 -0.824 -0.695 0.088
N2 -2.174 -0.208 -0.201
C27 -2.987 -1.343 -0.354
C28 -2.260 -2.465 -0.231
C29 -2.879 1.013 0.226
C30 -3.985 1.524 -0.644
C31 -4.271 2.920 -0.247
C32 -3.663 3.862 1.679
C33 -2.919 3.151 2.724
C34 -2.215 1.974 2.168
C35 -1.056 1.463 3.035
C36 -0.146 2.586 3.525
C37 -1.552 0.679 4.252
C38 -4.747 0.819 -1.724
C39 -6.050 0.190 -1.195
C40 -5.098 1.753 -2.888
H13 -2.354 -3.318 3.699
H14 -1.498 -4.749 3.114
H15 -2.334 -3.687 1.975
H16 -0.717 -1.851 2.534
H17 0.437 -3.907 4.470
H18 -0.360 -2.386 4.849
H19 1.213 -2.356 4.065
H20 1.737 -4.510 2.863
H21 3.049 -5.434 0.999
H22 2.429 -4.907 -1.326
H23 1.378 -3.696 -2.803
H24 -1.531 -4.374 -2.200
H25 -0.223 -5.546 -2.400
H26 -0.727 -4.531 -3.762
H27 -1.038 -1.878 -2.487
H28 0.035 -2.096 -3.867
H29 0.634 -1.302 -2.411
H30 -4.048 -1.276 -0.505
H31 -2.584 -3.488 -0.322
H32 -4.730 3.508 -1.039
H33 -3.817 4.922 1.877
H34 -3.034 3.328 3.784
H35 -0.462 0.770 2.433
H36 -0.632 3.150 4.324
H37 0.112 3.290 2.740
H38 0.786 2.169 3.910
H39 -2.157 1.315 4.905
H40 -0.695 0.327 4.828
H41 -2.151 -0.193 3.985
H42 -4.112 0.025 -2.127
H43 -6.723 0.977 -0.846
H44 -5.885 -0.481 -0.352
H45 -6.557 -0.364 -1.988
H46 -5.872 2.467 -2.600
H47 -5.488 1.171 -3.725
H48 -4.227 2.310 -3.233
C41 6.861 -2.266 1.251
C42 6.398 -0.929 0.742
C43 6.967 -0.363 -0.394
C44 6.522 0.862 -0.862
Cl1 7.236 1.514 -2.321
C45 5.537 1.575 -0.203
C46 4.983 1.030 0.944
C47 5.394 -0.214 1.393
O3 4.831 -0.723 2.549
C48 3.784 -1.673 2.350
C49 2.563 -0.984 1.763
O4 2.572 -0.807 0.489
O5 1.639 -0.552 2.460
H49 7.881 -2.469 0.928
H50 6.227 -3.074 0.876
H51 6.823 -2.298 2.339
H52 7.770 -0.877 -0.909
H53 5.202 2.538 -0.564
H54 4.204 1.563 1.472
H55 3.550 -2.072 3.333
H56 4.100 -2.475 1.679
S1 1.994 1.052 -1.992
C50 3.266 0.152 -2.602
N3 4.035 0.609 -3.588
C51 4.866 -0.354 -4.293
C52 5.141 -1.457 -3.281
S2 3.718 -1.459 -2.142
H57 3.829 1.518 -3.974
H58 5.788 0.120 -4.626
H59 4.324 -0.741 -5.161
H60 6.036 -1.248 -2.699
H61 5.230 -2.432 -3.753

Properties
Frontier orbital gap (spin up / spin down) = 0.2755 / 0.2674 Eh
Relative energy (zero: lowest compared OMol25 entry of this formula, charge and spin) = 4.614 eV
2S+1 = 1
Energy = -6106.1957 hartree
LUMO energy (spin up / spin down) = 0.2 / 0.2 eV

Results of the Mulliken charge analysis, in e, for atoms 1 through 4:
1 Ga 2.02
2 O -0.72
3 C 0.01
4 O -0.29